1.
# C19H39ClNNbS

A structure of composition C19H39ClNNbS at a distorted geometry (the ωB97M-V functional and the def2-TZVPD basis, the OMol25 dataset).

```
62
Properties=species:S:1:pos:R:3:lowdin_charge:R:1
C -0.173 -2.547 3.943 -0.078
C -0.423 -3.628 3.443 -0.315
Nb -0.501 -5.630 2.336 1.201
Cl -1.335 -6.851 4.308 -0.172
C 1.614 -6.247 2.966 -0.404
C 1.823 -6.153 4.451 -0.362
C 2.817 -6.768 5.088 -0.046
C 0.214 -4.554 0.507 -0.390
C -0.351 -3.140 0.265 -0.415
C -1.860 -3.020 0.425 -0.600
S -2.437 -1.424 -0.270 0.653
H 0.155 -1.597 4.282 -0.019
H -0.539 -7.119 1.310 -0.121
H -2.271 -5.400 1.909 -0.131
H 2.310 -5.553 2.498 0.030
H 1.767 -7.271 2.627 0.024
H 1.153 -5.558 5.059 0.041
H 3.309 -7.643 4.686 0.044
H 3.147 -6.398 6.050 0.034
H 0.100 -5.153 -0.394 0.027
H 1.289 -4.431 0.657 0.030
H 0.144 -2.430 0.923 0.074
H -0.138 -2.858 -0.771 0.068
H -2.378 -3.829 -0.074 0.055
H -2.151 -3.003 1.467 0.018
H -2.406 -0.667 0.833 -0.169
C 0.107 0.367 -2.475 -0.091
C 1.066 1.304 -1.748 -0.251
C 0.441 1.890 -0.484 -0.160
C -0.743 2.833 -0.595 -0.094
N -0.644 4.088 -1.431 -0.202
C -0.770 3.840 -2.911 -0.093
C -2.223 3.462 -3.126 -0.136
C -2.994 4.346 -2.131 -0.122
C -1.936 4.863 -1.150 -0.088
C 0.509 4.998 -1.071 -0.100
C 1.900 4.713 -1.648 -0.205
C 2.930 4.035 -0.739 -0.088
H -0.879 0.812 -2.621 0.052
H 0.495 0.087 -3.455 0.083
H -0.025 -0.542 -1.891 0.044
H 1.433 2.076 -2.429 0.075
H 1.958 0.750 -1.451 0.120
H 1.207 2.350 0.143 0.097
H 0.070 1.053 0.116 0.128
H -0.975 3.184 0.410 0.136
H -1.620 2.296 -0.952 0.129
H -0.532 4.785 -3.403 0.148
H -0.078 3.076 -3.246 0.114
H -2.384 2.410 -2.902 0.102
H -2.533 3.610 -4.157 0.127
H -3.781 3.790 -1.629 0.121
H -3.470 5.186 -2.633 0.118
H -2.197 4.739 -0.104 0.133
H -1.728 5.912 -1.337 0.125
H 0.521 5.074 0.017 0.145
H 0.209 5.967 -1.464 0.120
H 2.306 5.702 -1.871 0.115
H 1.840 4.212 -2.614 0.101
H 2.779 4.297 0.309 0.084
H 3.933 4.356 -1.018 0.082
H 2.930 2.952 -0.830 0.053
```

Properties
E_tot	-1717.09857	hartree
charge	0


2.
# C19H39HfO2P3S

A structure of composition C19H39HfO2P3S at a distorted geometry (the ωB97M-V functional and the def2-TZVPD basis, the OMol25 dataset).

```
65
Properties=species:S:1:pos:R:3:lowdin_charge:R:1
P 2.748 -0.672 0.083 0.739
C 3.476 -0.938 1.747 -0.219
H 4.564 -0.956 1.624 0.092
H 3.157 -1.894 2.178 0.040
H 3.214 -0.119 2.423 0.054
C 3.324 -2.168 -0.785 -0.201
H 3.227 -2.031 -1.867 0.038
H 2.729 -3.025 -0.447 0.062
H 4.383 -2.327 -0.547 0.094
C 3.841 0.627 -0.583 -0.203
H 4.872 0.253 -0.601 0.091
H 3.797 1.522 0.050 0.066
H 3.533 0.881 -1.605 0.044
P -0.722 2.603 -0.387 0.805
C -0.791 3.696 1.076 -0.191
H -1.289 4.626 0.788 0.096
H 0.215 3.932 1.430 0.067
H -1.366 3.229 1.879 0.060
C 0.183 3.693 -1.535 -0.194
H 0.054 3.352 -2.565 0.038
H 1.242 3.704 -1.261 0.070
H -0.228 4.704 -1.453 0.093
C -2.431 2.822 -1.004 -0.193
H -2.596 3.887 -1.201 0.094
H -3.151 2.478 -0.254 0.065
H -2.563 2.260 -1.935 0.044
P -2.007 -1.997 0.098 0.734
C -2.841 -2.269 1.701 -0.210
H -3.456 -3.171 1.611 0.094
H -3.495 -1.424 1.934 0.066
H -2.126 -2.412 2.519 0.033
C -3.433 -1.929 -1.034 -0.203
H -4.135 -2.728 -0.774 0.090
H -3.110 -2.079 -2.069 0.039
H -3.932 -0.959 -0.928 0.070
C -1.313 -3.660 -0.238 -0.199
H -2.149 -4.368 -0.312 0.095
H -0.636 -3.979 0.565 0.037
H -0.769 -3.641 -1.192 0.041
Hf 0.039 -0.166 -0.198 1.073
C 1.144 1.226 1.093 -0.300
O 1.672 1.852 1.937 0.189
C -1.601 0.512 1.091 -0.299
O -2.340 0.888 1.929 0.186
C -1.295 -0.312 -3.303 -0.062
C -0.648 -1.545 -3.124 -0.095
C 0.752 -1.599 -3.090 -0.071
C 1.504 -0.417 -3.185 -0.092
C 0.853 0.811 -3.362 -0.061
C -0.546 0.867 -3.397 -0.089
H -2.385 -0.258 -3.403 0.137
H -1.219 -2.471 -3.062 0.116
H 1.244 -2.576 -3.021 0.136
H 2.594 -0.445 -3.174 0.116
H 1.458 1.715 -3.501 0.137
H -1.064 1.816 -3.542 0.117
C 0.833 -3.270 2.797 -0.214
S 0.405 -1.629 2.055 0.682
C 0.191 -0.665 3.593 -0.254
H 1.176 -3.943 2.012 0.062
H -0.061 -3.660 3.285 0.077
H 1.645 -3.092 3.501 0.073
H 1.167 -0.690 4.092 0.079
H -0.101 0.366 3.395 0.038
H -0.605 -1.167 4.157 0.081
```

Properties
E_tot	-2366.55572	hartree
charge	+4


3.
# C19H40AlNOP3

A structure of composition C19H40AlNOP3 at a distorted geometry (the ωB97M-V functional and the def2-TZVPD basis, the OMol25 dataset).

```
65
Properties=species:S:1:pos:R:3:lowdin_charge:R:1
Al 0.172 -0.130 -0.171 -0.048
P -0.619 1.700 -1.556 0.795
P -1.726 -1.579 -1.132 0.805
P 2.069 1.257 0.615 0.809
H 1.071 -2.263 -1.475 0.101
C 1.467 -1.647 -0.663 -0.079
C 1.154 -1.941 0.687 0.019
H 0.474 -2.764 0.928 0.103
C 0.189 1.472 -3.185 -0.202
C -2.379 1.870 -2.013 -0.222
C -0.257 3.441 -1.136 -0.219
C -1.732 -3.318 -0.559 -0.225
C -3.469 -1.151 -0.776 -0.210
C -1.686 -1.823 -2.950 -0.220
C 3.357 0.452 1.631 -0.221
C 1.845 2.801 1.560 -0.201
C 3.065 1.747 -0.855 -0.233
H 2.435 -1.213 -0.944 0.108
H 1.821 -1.662 1.515 0.100
H -0.160 2.258 -3.870 0.087
H -0.070 0.487 -3.596 0.044
H 1.280 1.531 -3.089 0.043
H -2.485 2.774 -2.629 0.083
H -2.983 1.994 -1.106 0.066
H -2.752 1.007 -2.578 0.040
H -0.755 4.081 -1.878 0.082
H 0.815 3.664 -1.137 0.044
H -0.668 3.671 -0.145 0.065
H -2.516 -3.850 -1.118 0.081
H -1.965 -3.375 0.513 0.057
H -0.765 -3.801 -0.740 0.058
H -4.121 -1.755 -1.429 0.088
H -3.670 -0.089 -0.948 0.025
H -3.695 -1.386 0.274 0.055
H -2.310 -2.693 -3.208 0.078
H -0.653 -2.021 -3.271 0.056
H -2.056 -0.936 -3.484 0.050
H 4.195 1.159 1.708 0.081
H 3.702 -0.483 1.177 0.059
H 2.963 0.242 2.634 0.070
H 2.825 3.291 1.660 0.087
H 1.463 2.537 2.555 0.069
H 1.136 3.474 1.070 0.028
H 4.058 2.078 -0.514 0.080
H 2.592 2.557 -1.425 0.045
H 3.197 0.885 -1.527 0.047
C 4.676 2.414 -5.089 -0.318
C 5.203 2.178 -6.381 -0.014
C 6.145 1.155 -6.531 -0.062
C 6.585 0.423 -5.413 -0.085
C 6.135 0.755 -4.127 -0.092
C 5.216 1.793 -3.956 -0.054
O 3.534 3.159 -4.887 0.008
H 3.244 3.511 -5.749 0.112
H 4.845 2.765 -7.230 0.121
H 6.536 0.918 -7.526 0.119
H 7.294 -0.400 -5.550 0.110
H 6.489 0.214 -3.251 0.100
H 4.855 2.108 -2.974 0.081
C -2.318 -0.942 3.431 0.033
C -1.495 -0.531 2.334 -0.052
N -0.857 -0.161 1.433 0.170
H -1.738 -0.924 4.364 0.132
H -2.687 -1.968 3.274 0.127
H -3.175 -0.262 3.521 0.135
```

Properties
E_tot	-2143.50540	hartree
charge	+3


4.
# C19H40B2BrFIN2O17RbS2

A structure of composition C19H40B2BrFIN2O17RbS2 at a distorted geometry (the ωB97M-V functional and the def2-TZVPD basis, the OMol25 dataset).

```
86
Properties=species:S:1:pos:R:3:lowdin_charge:R:1
C -2.364 1.221 1.686 0.025
C -1.675 1.353 0.343 -0.480
O -1.181 2.376 0.104 0.124
N -1.680 0.246 -0.600 -0.120
C -2.975 -0.397 -0.705 -0.331
C -0.406 -0.454 -0.703 -0.261
O 0.120 -0.902 0.556 -0.228
S -0.963 -1.789 1.438 0.926
O -0.362 -1.914 2.710 -0.343
O -1.057 -3.320 0.895 -0.343
C -1.381 -3.395 -0.504 -0.240
C -0.207 -3.017 -1.429 -0.470
Br 1.426 -3.621 -0.472 1.027
B -0.206 -4.019 -2.710 -0.700
N 0.987 -4.528 -3.356 0.124
O -1.436 -4.390 -3.251 0.112
C -0.105 -1.490 -1.897 -0.326
C -0.890 -1.290 -3.227 -0.048
C -1.314 0.139 -3.717 -0.876
O -2.288 0.163 -4.491 -0.359
I -0.453 2.035 -3.306 1.198
O 1.283 -1.419 -2.020 0.031
B 1.889 -0.759 -3.081 -0.951
O 2.528 0.420 -2.835 0.153
O 1.942 -1.173 -4.370 0.183
H -3.348 0.765 1.623 0.080
H -1.729 0.665 2.372 0.082
H -2.477 2.211 2.105 0.094
H -3.770 0.412 -0.925 -0.020
H -3.138 -1.219 -1.457 0.056
H -3.281 -0.814 0.258 0.077
H 0.299 0.342 -0.934 0.133
H -2.348 -2.942 -0.725 0.111
H -1.547 -4.457 -0.650 0.127
H 1.350 -5.349 -2.882 0.073
H 1.796 -3.840 -3.342 -0.001
H -1.400 -5.352 -3.356 0.114
H -0.465 -1.741 -4.117 0.141
H -1.864 -1.858 -3.124 0.137
H 3.097 0.614 -3.592 0.120
H 1.499 -2.024 -4.480 0.091
Rb -3.514 0.603 -2.753 1.338
C 3.677 5.782 2.352 -0.110
O 2.503 5.032 2.613 -0.187
C 1.717 4.812 1.452 -0.206
C 1.909 3.416 0.901 -0.207
O 3.220 3.235 0.392 -0.186
C 4.063 2.510 1.273 -0.101
H 4.318 5.714 3.230 0.089
H 4.222 5.394 1.489 0.085
H 3.423 6.834 2.183 0.088
H 1.938 5.563 0.685 0.122
H 0.669 4.931 1.750 0.124
H 1.227 3.277 0.060 0.104
H 1.675 2.661 1.659 0.130
H 3.792 1.449 1.269 0.092
H 4.013 2.898 2.293 0.084
H 5.086 2.609 0.912 0.090
C -0.850 6.248 -1.773 -0.034
O -1.719 7.251 -2.305 0.013
C -2.408 6.873 -3.381 -0.621
O -2.353 5.793 -3.912 0.107
O -3.167 7.896 -3.767 0.011
C -3.968 7.636 -4.922 -0.036
H -0.355 6.682 -0.909 0.093
H -1.419 5.375 -1.452 0.091
H -0.096 5.964 -2.506 0.099
H -4.665 6.821 -4.731 0.096
H -3.341 7.407 -5.781 0.099
H -4.532 8.541 -5.128 0.095
O -0.992 -4.831 5.408 -0.280
S 0.263 -5.152 4.797 0.569
O 0.312 -5.805 3.528 -0.271
O 1.137 -5.991 5.840 -0.265
C 0.540 -7.155 6.434 -0.261
C 0.547 -8.343 5.492 -0.075
C 1.280 -3.720 4.753 -0.114
H -0.470 -6.928 6.779 0.113
H 1.139 -7.383 7.315 0.119
H -0.119 -8.178 4.646 0.070
H 0.218 -9.243 6.014 0.079
H 1.547 -8.510 5.091 0.084
H 1.282 -3.260 5.739 0.077
H 0.857 -3.037 4.019 0.034
H 2.285 -4.011 4.458 0.080
F 3.203 -3.147 -3.337 -0.562
```

Properties
ΔE to the lowest compared entry with this formula, charge and spin	187.56	kJ/mol
charge	0